Entry 1:
ORCA calculation (ωB97M-V with the def2-TZVPD basis set) on C46H60BN2P3Sn as an isolated structure.

Calculated values
**E_LUMO**: 0.53 eV
**Orbital gap**: 6.12 eV
**Highest occupied orbital energy**: -5.6 eV

XYZ file:
```
113
Properties=species:S:1:pos:R:3:lowdin_charge:R:1
Sn -0.59 -0.28 0.20 0.99
C -3.73 1.08 -1.25 -0.12
C -4.45 0.40 -0.08 -0.69
C -5.80 -0.14 -0.57 -0.08
C -4.66 1.43 1.03 -0.09
P -3.24 -0.90 0.54 1.04
C -3.30 -2.19 -0.80 -0.28
N -1.98 -2.60 -1.24 -0.04
B -0.74 -2.39 -0.53 -0.63
N 0.30 -2.64 -1.51 -0.04
C 1.72 -2.32 -1.45 -0.29
P 2.14 -1.28 0.05 1.14
C 3.44 0.03 -0.46 -0.46
C 3.64 2.63 -0.53 -0.03
C 4.53 0.00 0.63 -0.09
C 4.97 -1.36 -1.98 -0.05
C 2.89 -2.64 1.17 -0.67
C 1.75 -3.65 1.39 -0.10
C 3.23 -2.04 2.54 -0.10
C 4.09 -3.42 0.64 -0.09
C -0.30 -2.94 -2.73 -0.17
C 0.26 -3.15 -3.98 -0.02
C -0.59 -3.33 -5.06 -0.11
C -1.97 -3.32 -4.90 -0.11
C -2.54 -3.11 -3.65 -0.02
C -1.70 -2.91 -2.56 -0.17
C -3.90 -1.81 2.05 -0.68
C -3.72 -0.90 3.28 -0.09
C -3.00 -3.04 2.23 -0.10
C -5.36 -2.26 1.95 -0.09
H -4.40 1.81 -1.72 0.09
H -3.41 0.37 -2.02 0.08
H -2.84 1.62 -0.90 0.03
H -6.38 0.70 -0.98 0.09
H -6.39 -0.58 0.24 0.06
H -5.69 -0.88 -1.36 0.07
H -5.17 2.31 0.62 0.09
H -3.70 1.74 1.44 0.08
H -5.28 1.03 1.83 0.06
H -3.84 -1.77 -1.65 0.07
H -3.88 -3.05 -0.44 0.09
H 1.98 -1.74 -2.33 0.07
H 2.33 -3.22 -1.45 0.08
H 3.10 3.54 -0.25 0.08
H 3.90 2.71 -1.59 0.09
H 4.55 2.59 0.07 0.08
H 4.12 0.33 1.58 0.09
H 5.35 0.67 0.37 0.09
H 4.94 -0.99 0.76 0.04
H 4.34 -2.24 -1.92 0.06
H 5.74 -1.43 -1.22 0.07
H 5.47 -1.37 -2.95 0.08
H 0.89 -3.16 1.85 0.06
H 2.10 -4.44 2.06 0.09
H 1.42 -4.11 0.46 0.07
H 2.48 -1.30 2.84 0.07
H 4.21 -1.56 2.56 0.06
H 3.24 -2.83 3.29 0.09
H 3.86 -3.97 -0.27 0.07
H 4.38 -4.16 1.39 0.09
H 4.97 -2.80 0.45 0.05
H 1.34 -3.15 -4.11 0.11
H -0.17 -3.48 -6.05 0.10
H -2.61 -3.46 -5.76 0.10
H -3.62 -3.09 -3.54 0.10
H -2.73 -0.44 3.27 0.05
H -3.81 -1.49 4.19 0.09
H -4.47 -0.11 3.31 0.06
H -1.95 -2.74 2.28 0.05
H -3.10 -3.75 1.42 0.08
H -3.26 -3.55 3.16 0.09
H -6.04 -1.42 1.99 0.06
H -5.59 -2.92 2.79 0.09
H -5.55 -2.82 1.03 0.08
C -0.35 6.64 -2.40 -0.10
C 0.70 5.81 -2.77 -0.08
C 0.92 4.62 -2.10 -0.09
C 0.08 4.23 -1.06 -0.38
C -0.98 5.06 -0.71 -0.12
C -1.19 6.26 -1.36 -0.09
P 0.03 2.55 -0.29 1.00
C 1.47 1.67 -1.07 -0.42
C 2.72 1.41 -0.28 -0.36
C 4.15 -0.07 -1.83 -0.33
C 3.37 0.16 -3.10 -0.07
C 2.20 0.79 -3.31 -0.08
C 1.29 1.40 -2.37 -0.15
C 0.54 2.81 1.44 -0.32
C 1.02 4.06 1.78 -0.10
C 1.36 4.41 3.10 -0.07
C 1.23 3.48 4.08 -0.04
C 0.76 2.18 3.79 -0.17
C 0.67 1.24 4.85 -0.04
C 0.24 -0.03 4.62 -0.09
C -0.12 -0.40 3.31 -0.18
C -0.07 0.46 2.24 -0.28
C 0.39 1.80 2.46 -0.19
H -0.52 7.57 -2.93 0.10
H 1.35 6.10 -3.59 0.10
H 1.75 3.99 -2.39 0.09
H -1.66 4.75 0.08 0.10
H -2.01 6.91 -1.06 0.10
H 2.45 1.44 0.78 0.10
H 4.89 0.75 -1.81 0.14
H 3.88 -0.21 -3.98 0.11
H 1.85 0.81 -4.34 0.11
H 0.34 1.70 -2.80 0.11
H 1.13 4.81 1.00 0.09
H 1.73 5.40 3.31 0.10
H 1.48 3.72 5.11 0.11
H 0.95 1.57 5.85 0.11
H 0.17 -0.75 5.43 0.10
H -0.43 -1.43 3.15 0.07
```

***

Entry 2:
ORCA calculation (ωB97M-V with the def2-TZVPD basis set) on a 9-piece molecular cluster, H18O9 overall.

Calculated values
**E_LUMO**: 0.18 eV
**Orbital gap**: 11.42 eV
**Highest occupied orbital energy**: -11.2 eV
**SMILES string**: O.O.O.O.O.O.O.O.O
**Energy relative to the best compared isomer or geometry (same formula, charge and spin)**: 239.9 kJ/mol

XYZ file:
```
27
Properties=species:S:1:pos:R:3:lowdin_charge:R:1
O 2.46 -3.05 -2.16 -0.05
H 2.18 -2.41 -2.82 0.02
H 2.80 -3.79 -2.67 0.03
O -2.61 0.52 5.82 -0.05
H -3.32 0.84 5.27 0.03
H -1.86 0.47 5.22 0.02
O 1.82 -2.96 1.39 -0.05
H 2.01 -2.96 0.45 0.00
H 2.67 -2.84 1.80 0.03
O -0.97 0.04 0.15 -0.05
H -0.10 0.01 -0.24 0.03
H -0.80 0.11 1.09 0.01
O 0.64 0.50 3.34 -0.04
H 1.02 1.17 2.77 0.01
H 1.39 -0.02 3.64 0.04
O -0.06 -1.04 -4.01 -0.05
H -0.96 -1.34 -3.88 0.02
H -0.03 -0.80 -4.94 0.03
O -0.83 3.22 -2.41 -0.05
H -1.34 2.63 -1.85 0.02
H -0.76 4.03 -1.91 0.03
O 1.96 3.02 1.08 -0.04
H 2.49 2.58 0.42 0.04
H 2.48 3.78 1.34 0.03
O -3.39 -0.87 -2.54 -0.05
H -3.93 -0.09 -2.65 0.03
H -2.95 -0.74 -1.70 0.02
```

***

Entry 3:
ORCA calculation (ωB97M-V with the def2-TZVPD basis set) on C36H45IrN2O7SSi as an isolated structure.

Calculated values
**E_LUMO**: 0.42 eV
**Orbital gap**: 7.28 eV
**Highest occupied orbital energy**: -6.9 eV
**Energy relative to the best compared isomer or geometry (same formula, charge and spin)**: 0.0 kJ/mol

XYZ file:
```
93
Properties=species:S:1:pos:R:3:lowdin_charge:R:1
Ir 0.79 0.36 0.02 1.30
C -0.16 0.33 4.99 -0.19
Si -0.46 0.26 3.13 0.43
C -1.26 -1.43 2.91 -0.18
C -1.70 1.62 2.76 -0.15
N 0.98 0.33 2.13 -0.20
C 2.24 0.77 2.53 -0.31
C 2.55 1.39 3.74 -0.03
C 3.85 1.77 4.06 -0.09
C 4.89 1.56 3.17 -0.10
C 4.62 0.97 1.95 -0.01
C 3.32 0.59 1.66 -0.21
O 2.96 -0.02 0.45 -0.13
C 3.91 -0.13 -0.56 -0.28
C 4.13 0.93 -1.42 0.00
C 5.04 0.79 -2.45 -0.06
C 5.71 -0.41 -2.62 -0.09
C 5.48 -1.47 -1.75 -0.07
C 4.57 -1.33 -0.71 0.01
H -1.03 -0.11 5.48 0.03
H -0.05 1.35 5.37 0.03
H 0.72 -0.24 5.30 0.03
H -2.30 -1.38 3.26 0.04
H -0.75 -2.19 3.51 0.02
H -1.27 -1.74 1.87 0.00
H -2.50 1.58 3.50 0.04
H -2.15 1.52 1.78 0.01
H -1.23 2.60 2.82 0.03
H 1.76 1.61 4.44 0.07
H 4.04 2.24 5.02 0.10
H 5.90 1.86 3.42 0.10
H 5.40 0.81 1.22 0.12
H 3.57 1.85 -1.26 0.10
H 5.21 1.62 -3.13 0.11
H 6.42 -0.52 -3.43 0.10
H 6.01 -2.40 -1.88 0.10
H 4.37 -2.14 -0.02 0.13
C 1.89 4.04 -1.41 -0.08
C 0.63 3.33 -0.92 -0.48
C -0.43 4.38 -0.57 -0.09
C 0.86 2.41 0.29 -0.22
H 1.65 4.82 -2.13 0.07
H 2.59 3.35 -1.90 0.05
H 2.42 4.51 -0.57 0.08
H 0.23 2.74 -1.75 0.06
H -0.12 4.95 0.31 0.08
H -1.38 3.89 -0.35 0.06
H -0.59 5.08 -1.39 0.07
H 0.03 2.56 0.98 0.03
H 1.79 2.63 0.82 0.07
C 1.02 -4.36 0.28 0.01
C 1.24 -2.91 0.61 -0.56
N 1.49 -2.60 1.89 0.20
O 1.20 -2.05 -0.27 -0.05
H 1.47 -5.03 1.01 0.08
H 1.42 -4.57 -0.71 0.09
H -0.06 -4.54 0.26 0.09
H 1.39 -3.29 2.61 0.11
H 1.42 -1.60 2.15 0.06
C 0.73 0.06 -4.66 -0.21
S -0.10 0.56 -3.15 1.01
O 1.02 0.34 -2.13 -0.60
C -1.22 -0.82 -3.04 -0.39
C -0.76 -2.07 -2.68 -0.07
C -1.66 -3.12 -2.63 -0.06
C -3.00 -2.91 -2.94 -0.07
C -3.45 -1.65 -3.28 -0.07
C -2.56 -0.58 -3.33 -0.08
H 1.18 -0.92 -4.51 0.06
H 1.49 0.80 -4.87 0.06
H -0.01 0.04 -5.45 0.06
H 0.28 -2.20 -2.40 0.10
H -1.32 -4.11 -2.36 0.10
H -3.70 -3.74 -2.90 0.11
H -4.50 -1.48 -3.50 0.11
H -2.90 0.42 -3.57 0.12
O -1.80 1.61 -1.19 -0.01
C -2.07 0.59 -0.56 -0.61
O -1.20 -0.18 0.02 -0.18
C -3.50 0.14 -0.45 -0.14
C -4.49 0.94 -0.99 -0.02
C -5.84 0.58 -0.93 0.02
C -6.13 -0.60 -0.30 -0.21
O -7.36 -1.18 -0.12 0.03
C -7.13 -2.36 0.64 -0.13
O -5.72 -2.52 0.80 0.03
C -5.15 -1.40 0.25 -0.20
C -3.82 -1.07 0.19 0.08
H -4.20 1.87 -1.46 0.12
H -6.62 1.20 -1.35 0.12
H -7.54 -3.22 0.11 0.13
H -7.60 -2.26 1.63 0.14
H -3.05 -1.68 0.62 0.11
```

***

Entry 4:
ORCA calculation (ωB97M-V with the def2-TZVPD basis set) on a 4-piece molecular cluster, C26H58BrN2O15P3 overall.

Calculated values
**E_LUMO**: -0.33 eV
**Orbital gap**: 9.42 eV
**Highest occupied orbital energy**: -9.7 eV
**SMILES string**: NC[C@@H]1OC(=O)[C@@H](Br)[C@H]1CCC(N)=O.CCOP(=O)(OCC)OCC.CCOP(=O)(OCC)OCC.CCOP(=O)(OCC)OCC

XYZ file:
```
105
Properties=species:S:1:pos:R:3:lowdin_charge:R:1
N 4.80 0.28 4.29 0.03
C 3.53 0.32 3.53 -0.20
C 2.47 -0.54 4.18 -0.29
O 2.25 -0.11 5.55 0.04
C 2.07 -1.20 6.35 -0.51
O 2.24 -1.23 7.53 0.15
C 1.69 -2.33 5.40 -0.54
Br -0.16 -2.21 4.80 0.77
C 2.76 -2.03 4.34 -0.28
C 2.89 -2.91 3.10 -0.13
C 4.15 -3.78 3.25 -0.11
C 4.05 -4.68 4.47 -0.49
N 5.26 -4.89 5.22 0.10
O 3.01 -5.18 4.81 0.10
H 4.77 1.01 4.99 0.07
H 5.53 0.59 3.66 0.07
H 3.15 1.34 3.50 0.12
H 3.68 0.01 2.50 0.12
H 1.55 -0.36 3.62 0.11
H 1.71 -3.32 5.84 0.08
H 3.67 -2.10 4.94 0.15
H 3.04 -2.32 2.19 0.11
H 2.04 -3.58 2.93 0.11
H 4.27 -4.46 2.40 0.13
H 5.04 -3.17 3.39 0.12
H 5.36 -5.89 5.37 0.08
H 5.15 -4.49 6.14 0.09
C 3.40 5.60 -0.74 -0.07
C 2.37 5.24 0.31 -0.26
O 1.41 4.28 -0.16 -0.19
P 1.90 2.80 -0.53 0.42
O 2.70 2.20 0.54 -0.21
O 0.46 2.08 -0.49 -0.22
C 0.32 0.76 0.04 -0.27
C -0.41 0.81 1.37 -0.07
O 2.12 2.84 -2.09 -0.17
C 1.06 3.07 -3.04 -0.24
C 0.88 4.53 -3.37 -0.07
H 4.02 4.74 -1.01 0.08
H 4.06 6.39 -0.37 0.08
H 2.92 5.95 -1.65 0.07
H 2.86 4.86 1.21 0.11
H 1.80 6.12 0.60 0.12
H 1.29 0.29 0.15 0.10
H -0.26 0.18 -0.68 0.12
H 0.11 1.46 2.08 0.08
H -0.47 -0.19 1.80 0.07
H -1.41 1.21 1.25 0.08
H 0.12 2.63 -2.71 0.11
H 1.36 2.53 -3.94 0.12
H 0.41 5.06 -2.54 0.05
H 0.24 4.64 -4.24 0.09
H 1.84 5.02 -3.57 0.08
C -2.53 4.73 -1.97 -0.07
C -3.42 4.43 -0.78 -0.25
O -4.81 4.58 -1.07 -0.18
P -5.49 3.59 -2.13 0.42
O -5.20 2.18 -1.83 -0.21
O -7.03 3.84 -1.72 -0.21
C -7.97 2.76 -1.71 -0.28
C -8.34 2.40 -0.28 -0.07
O -5.47 4.39 -3.49 -0.18
C -6.17 5.62 -3.72 -0.24
C -5.34 6.84 -3.40 -0.07
H -2.69 4.01 -2.77 0.08
H -1.48 4.68 -1.67 0.06
H -2.74 5.72 -2.37 0.07
H -3.23 3.42 -0.40 0.11
H -3.20 5.13 0.03 0.12
H -7.57 1.89 -2.23 0.11
H -8.85 3.10 -2.25 0.12
H -7.45 2.15 0.29 0.08
H -9.03 1.56 -0.26 0.08
H -8.82 3.25 0.21 0.08
H -7.13 5.64 -3.20 0.11
H -6.41 5.61 -4.79 0.12
H -5.24 6.98 -2.33 0.08
H -5.82 7.72 -3.82 0.08
H -4.34 6.75 -3.82 0.07
C -1.12 -4.44 -4.06 -0.08
C -0.58 -5.82 -3.77 -0.28
O 0.43 -5.82 -2.76 -0.22
P 0.03 -5.38 -1.23 0.59
O -0.95 -6.44 -0.88 -0.20
O 1.31 -6.01 -0.39 -0.25
C 1.10 -6.62 0.89 -0.29
C 1.27 -8.12 0.76 -0.07
O 0.77 -3.95 -1.32 -0.22
C 2.17 -3.73 -1.54 -0.25
C 2.52 -3.58 -3.00 -0.07
H -1.63 -4.02 -3.19 0.07
H -1.83 -4.47 -4.89 0.08
H -0.31 -3.75 -4.31 0.07
H -1.38 -6.50 -3.48 0.11
H -0.11 -6.24 -4.66 0.12
H 0.11 -6.38 1.28 0.11
H 1.83 -6.21 1.59 0.11
H 0.60 -8.52 0.00 0.07
H 1.07 -8.62 1.71 0.08
H 2.29 -8.36 0.45 0.08
H 2.78 -4.49 -1.06 0.11
H 2.39 -2.79 -1.02 0.11
H 2.50 -4.54 -3.52 0.07
H 3.53 -3.17 -3.08 0.08
H 1.82 -2.91 -3.50 0.07
```

***

Entry 5:
ORCA calculation (ωB97M-V with the def2-TZVPD basis set) on one molecule with the formula C5H9NO.

Calculated values
**E_LUMO**: 0.97 eV
**Orbital gap**: 10.60 eV
**Highest occupied orbital energy**: -9.6 eV
**SMILES string**: C=NC[C@H](C)C=O
**Energy relative to the best compared isomer or geometry (same formula, charge and spin)**: 197.3 kJ/mol

XYZ file:
```
16
Properties=species:S:1:pos:R:3:lowdin_charge:R:1
C 1.40 0.48 -1.82 -0.07
N 0.15 0.29 -1.81 -0.02
C -0.56 0.82 -0.65 -0.21
C -0.74 -0.38 0.31 -0.33
C -0.84 0.01 1.79 -0.07
C 0.47 -1.28 0.17 -0.29
O 0.45 -2.46 -0.10 0.07
H 2.02 -0.05 -2.55 0.08
H 1.93 1.12 -1.10 0.08
H -1.53 1.21 -0.96 0.12
H 0.00 1.63 -0.16 0.11
H -1.62 -0.96 0.01 0.14
H 0.07 0.53 2.11 0.08
H -0.95 -0.89 2.40 0.09
H -1.69 0.67 1.99 0.08
H 1.43 -0.75 0.38 0.13
```

***

Entry 6:
ORCA calculation (ωB97M-V with the def2-TZVPD basis set) on one molecule with the formula C3H7NO2.

Calculated values
**E_LUMO**: 0.85 eV
**Orbital gap**: 8.68 eV
**Highest occupied orbital energy**: -7.8 eV
**SMILES string**: CO/C=C(\N)O
**Energy relative to the best compared isomer or geometry (same formula, charge and spin)**: 219.3 kJ/mol

XYZ file:
```
13
Properties=species:S:1:pos:R:3:lowdin_charge:R:1
C -1.56 1.15 -0.21 -0.11
O -0.98 0.49 0.90 -0.17
C 0.39 0.40 0.75 -0.16
C 0.98 -0.65 0.14 -0.45
N 0.41 -1.87 -0.10 0.15
O 2.28 -0.59 -0.25 0.05
H -1.47 0.55 -1.13 0.09
H -1.08 2.13 -0.40 0.09
H -2.62 1.32 0.02 0.08
H 1.00 1.16 1.24 0.12
H 0.70 -2.42 -0.88 0.10
H -0.52 -2.02 0.27 0.10
H 2.47 0.35 -0.35 0.11
```

***

Results for electronic energy: -3161.55945, -687.93441, -2827.05690, -5861.87888, -325.86242, -323.69744 (in hartree, following the order of the records).